Molecular formula: C22H23AsGe2NPdS6
Method: DFT, the ωB97M-V functional and the def2-TZVPD basis

Last column: Löwdin charge in e.
Positions of all 56 atoms, in Å:
Pd  0.24431  -0.15793  2.96153  -0.087
S  -0.37725  -2.63354  6.08250  -0.321
As  0.17867  -0.74162  5.34924  0.026
S  2.51900  -0.82880  2.96863  -0.114
S  -1.58768  0.13984  4.45243  -0.153
S  2.57428  -2.77219  2.92294  -0.011
S  1.06115  2.31154  2.98329  0.530
C  0.67210  2.89431  1.46887  -1.119
N  0.21205  2.22813  0.46307  -0.073
C  -0.07568  2.98456  -0.62333  -0.334
C  -0.64231  2.52092  -1.80735  -0.024
C  -0.88828  3.41582  -2.82777  -0.105
C  -0.55990  4.76148  -2.69796  -0.129
C  -0.00738  5.24845  -1.52348  -0.122
C  0.22312  4.36018  -0.48941  -0.493
S  0.86687  4.66423  1.10403  0.944
H  -0.89051  1.47488  -1.89248  0.090
H  -1.32861  3.05866  -3.74963  0.092
H  -0.74261  5.43636  -3.52347  0.084
H  0.23180  6.29768  -1.41244  0.093
C  2.75449  1.43416  -1.55829  -0.254
Ge  1.94897  -0.36554  -1.21131  0.724
C  1.48295  -1.04853  -3.05647  -0.253
C  3.56335  -1.38186  -0.61511  -0.273
Ge  0.36678  -0.44251  0.66390  0.666
C  0.07130  -2.42957  0.81462  -0.401
C  0.56219  -3.42561  -0.01766  -0.157
C  0.31949  -4.76190  0.24327  -0.121
C  -0.40470  -5.13245  1.36256  -0.121
C  -0.88789  -4.15926  2.22061  -0.101
C  -0.65265  -2.82884  1.93646  -0.188
C  -1.54171  -0.03666  0.18424  -0.348
C  -2.21826  0.77695  1.08465  -0.174
C  -3.54188  1.12761  0.90310  -0.091
C  -4.21760  0.67432  -0.21628  -0.124
C  -3.56449  -0.14546  -1.12271  -0.122
C  -2.24453  -0.51106  -0.91260  -0.138
H  3.71357  1.30876  -2.05514  0.003
H  2.93078  1.93629  -0.61309  0.009
H  2.12268  2.07247  -2.16649  -0.004
H  2.30185  -0.82588  -3.73367  -0.002
H  0.58484  -0.56521  -3.42508  -0.010
H  1.32187  -2.12010  -3.05732  -0.011
H  4.30247  -1.47507  -1.40814  0.002
H  3.31539  -2.37301  -0.24830  -0.014
H  4.00900  -0.83606  0.21356  -0.007
H  1.13909  -3.14657  -0.89155  0.059
H  0.71177  -5.52521  -0.41943  0.086
H  -0.60033  -6.17732  1.57106  0.085
H  -1.43118  -4.43063  3.11564  0.094
H  -1.08076  -2.06269  2.60788  0.043
H  -1.69045  1.16168  1.96340  0.010
H  -4.03503  1.76313  1.62763  0.097
H  -5.25254  0.95506  -0.38293  0.084
H  -4.10175  -0.49857  -1.99723  0.085
H  -1.74019  -1.16784  -1.61300  0.094

Results
Energy relative to the best compared isomer or geometry (same formula, charge and spin) = 110.49 kJ/mol
HOMO (alpha / beta) = -0.66 / -1.71 eV
Lowest unoccupied orbital energy (alpha / beta) = 0.154 / 0.141 Eh
Orbital gap (alpha / beta) = 4.9 / 5.5 eV
Net charge = -2
Multiplicity = 4
Expectation value of S² = 3.786

---

Molecular formula: C3H5IS
Method: DFT, the ωB97M-V functional and the def2-TZVPD basis

Last column: Löwdin charge in e.
Positions of all 10 atoms, in Å:
C  -0.58098  2.44535  0.70086  -0.494
C  -0.06800  -0.42892  -0.67779  -0.307
C  0.82937  -0.12260  0.36508  -0.693
S  -1.79718  2.02014  -0.23002  0.687
I  2.58912  0.96167  0.04551  0.752
H  -0.62071  3.37621  1.24862  -0.042
H  -0.62054  -1.34579  -0.49678  0.083
H  0.36936  -0.40288  -1.67477  0.072
H  -0.91465  0.39749  -0.69516  -0.074
H  0.60399  -0.28621  1.40164  0.017

Results
Energy relative to the best compared isomer or geometry (same formula, charge and spin) = 371.27 kJ/mol
HOMO (alpha / beta) = -7.85 / -7.49 eV
Lowest unoccupied orbital energy (alpha / beta) = -0.012 / -0.027 Eh
Orbital gap (alpha / beta) = 7.5 / 6.7 eV
Multiplicity = 1

---

Molecular formula: C24H23N3OReS3Se
Method: DFT, the ωB97M-V functional and the def2-TZVPD basis

Last column: Löwdin charge in e.
Positions of all 56 atoms, in Å:
Re  -0.48300  -1.97163  2.06540  0.801
S  -0.37046  -2.00224  -0.33853  0.656
C  -0.63295  -0.39720  -0.85818  -0.583
N  -0.74113  -0.08767  -2.11500  -0.057
C  -0.97905  1.30511  -2.52086  -0.057
C  -0.21141  2.22279  -1.61381  -0.058
N  -0.56569  1.92937  -0.21298  -0.045
C  -0.46901  3.09294  0.72136  -0.075
C  0.97465  3.49855  0.84721  -0.227
C  1.82172  2.77994  1.68984  -0.033
C  3.15918  3.12716  1.78494  -0.049
C  3.65467  4.19207  1.04244  -0.050
C  2.81278  4.91419  0.21051  -0.051
C  1.47249  4.56766  0.11157  -0.041
C  -0.78421  0.70649  0.16619  -0.586
S  -1.21779  0.31540  1.77345  0.717
C  -0.60232  -1.05760  -3.23595  -0.077
C  0.66501  -0.77914  -3.99980  -0.236
C  0.60083  -0.34864  -5.31869  -0.038
C  1.77027  -0.08648  -6.02068  -0.048
C  2.99982  -0.24683  -5.40211  -0.051
C  3.06740  -0.67655  -4.08169  -0.054
C  1.90328  -0.94433  -3.38165  -0.039
H  -2.05497  1.49367  -2.49133  0.160
H  -0.62514  1.40746  -3.54492  0.142
H  -0.47692  3.25915  -1.80851  0.146
H  0.86955  2.11695  -1.72642  0.160
H  -0.90748  2.80406  1.67091  0.091
H  -1.07966  3.88146  0.28330  0.143
H  1.44036  1.96355  2.29177  0.078
H  3.80905  2.57826  2.45281  0.115
H  4.69662  4.46967  1.12591  0.117
H  3.19516  5.75506  -0.35165  0.117
H  0.81248  5.15217  -0.51974  0.119
H  -1.48258  -0.91121  -3.86341  0.147
H  -0.63694  -2.06118  -2.82079  0.092
H  -0.35914  -0.23494  -5.80936  0.122
H  1.71832  0.23742  -7.05100  0.118
H  3.90977  -0.04622  -5.95091  0.118
H  4.02863  -0.81535  -3.60594  0.115
H  1.96311  -1.30363  -2.35962  0.103
Se  -1.06106  -4.26499  1.89559  0.754
C  -2.40932  -4.24031  3.27188  -0.617
C  -2.06935  -3.97557  4.59255  -0.140
C  -3.06007  -4.03683  5.56002  -0.052
C  -4.36327  -4.35324  5.20037  -0.041
C  -4.68673  -4.61870  3.87519  -0.049
C  -3.70897  -4.56688  2.89533  -0.119
H  -1.04671  -3.74621  4.86349  0.086
H  -2.81132  -3.84889  6.59534  0.119
H  -5.13227  -4.40426  5.95887  0.120
H  -5.70109  -4.87734  3.60425  0.120
H  -3.95134  -4.79154  1.86544  0.107
O  1.86973  0.31657  4.15778  -0.453
S  1.20447  -0.84457  4.69516  0.892
N  0.26202  -1.54694  3.73468  -0.649

Results
Energy relative to the best compared isomer or geometry (same formula, charge and spin) = 13.43 kJ/mol
HOMO (alpha / beta) = -14.29 / -14.31 eV
Lowest unoccupied orbital energy (alpha / beta) = -0.289 / -0.306 Eh
Orbital gap (alpha / beta) = 6.4 / 6.0 eV
Net charge = +2
Multiplicity = 4
Expectation value of S² = 3.858

---

Molecular formula: C62H145N7O5
Method: DFT, the ωB97M-V functional and the def2-TZVPD basis

Last column: Löwdin charge in e.
Positions of all 219 atoms, in Å:
C  -0.89791  -1.71867  5.66689  -0.077
C  -1.00194  -3.07453  4.94386  -0.257
N  -2.24628  -3.75145  5.20094  -0.182
C  -2.17858  -5.18614  5.10154  -0.263
C  -1.31601  -5.85580  6.19568  -0.081
C  -3.31691  -3.21058  4.32474  -0.225
C  -3.28386  -3.53544  2.80074  -0.080
H  -0.77467  -1.93855  6.72734  0.070
H  -1.69879  -0.98111  5.61502  0.051
H  -0.08241  -1.07030  5.34645  0.064
H  -0.85742  -2.85920  3.88516  0.093
H  -0.17677  -3.73128  5.21930  0.105
H  -3.21239  -5.53158  5.09770  0.116
H  -1.77292  -5.52287  4.14752  0.105
H  -0.26087  -5.59752  6.10585  0.058
H  -1.60706  -5.59122  7.21223  0.069
H  -1.43199  -6.93300  6.31518  0.066
H  -3.38060  -2.12715  4.42583  0.101
H  -4.31223  -3.60738  4.52468  0.104
H  -2.26276  -3.34813  2.46853  0.050
H  -4.03745  -2.90571  2.32783  0.059
H  -3.39000  -4.58384  2.52198  0.065
C  5.15103  -2.30724  -0.90857  -0.095
C  6.15311  -2.12785  0.21792  -0.266
N  7.34393  -2.85320  -0.17666  -0.197
C  8.47346  -1.97347  -0.38927  -0.253
C  9.08230  -1.42422  0.90251  -0.084
C  7.62072  -3.97337  0.74344  -0.248
C  6.82092  -5.23224  0.27301  -0.078
H  4.80667  -3.34132  -0.89444  0.048
H  5.55575  -2.05905  -1.88974  0.078
H  4.23647  -1.78687  -0.62414  0.064
H  6.33213  -1.06958  0.40793  0.098
H  5.61167  -2.49532  1.08965  0.115
H  9.17456  -2.68521  -0.82514  0.114
H  8.18830  -1.16929  -1.06756  0.105
H  9.91232  -0.78214  0.60774  0.072
H  8.34810  -0.78275  1.38991  0.063
H  9.33060  -2.22211  1.60238  0.065
H  7.42542  -3.77263  1.79684  0.106
H  8.65180  -4.32204  0.80197  0.103
H  5.86262  -5.15901  0.78720  0.054
H  7.19982  -6.19109  0.62679  0.064
H  6.58698  -5.22706  -0.79157  0.070
C  -1.31784  5.21996  -5.34957  -0.097
C  -0.55311  5.41568  -4.04996  -0.229
N  -0.87841  6.74025  -3.33943  -0.172
C  0.00250  6.70675  -2.11417  -0.224
C  1.53927  6.66824  -2.39312  -0.079
C  -2.24320  6.97540  -3.05725  -0.272
C  -3.05465  5.80094  -2.40996  -0.078
H  -2.40136  5.31464  -5.27792  0.061
H  -1.00743  4.28677  -5.81956  0.068
H  -1.00347  5.94286  -6.10237  0.073
H  -0.84194  4.58754  -3.40276  0.093
H  0.50040  5.26639  -4.28643  0.099
H  -0.24779  7.65306  -1.63462  0.103
H  -0.27111  5.86464  -1.47849  0.093
H  1.99056  7.23234  -3.20934  0.077
H  2.08315  7.10569  -1.55590  0.042
H  1.79634  5.61475  -2.50352  0.058
H  -2.74285  7.33226  -3.95786  0.110
H  -2.26478  7.76077  -2.30172  0.105
H  -3.30288  5.02425  -3.13331  0.051
H  -3.97369  6.20303  -1.98359  0.067
H  -2.50628  5.23717  -1.65528  0.055
C  -2.57732  2.84566  5.67395  -0.075
C  -3.20562  2.78821  7.07119  -0.272
N  -2.89129  3.89364  7.98365  -0.194
C  -3.50445  5.09517  7.48925  -0.262
C  -3.01060  6.45730  8.09409  -0.078
C  -3.28716  3.50116  9.34498  -0.245
C  -4.73277  3.10702  9.52973  -0.100
H  -1.63092  3.37792  5.76950  0.066
H  -3.32176  3.32048  5.03485  0.069
H  -2.31712  1.86318  5.28008  0.059
H  -4.28749  2.66761  7.01540  0.102
H  -2.77961  1.93879  7.60513  0.112
H  -4.55935  4.98346  7.73986  0.096
H  -3.50678  5.31516  6.42168  0.107
H  -3.29834  7.34116  7.52479  0.063
H  -1.92177  6.44478  8.14305  0.066
H  -3.32324  6.68485  9.11319  0.056
H  -2.68461  2.62025  9.56638  0.109
H  -3.01638  4.31679  10.01545  0.114
H  -4.96116  2.93430  10.58145  0.074
H  -5.36530  3.99120  9.45076  0.066
H  -5.07219  2.27720  8.90981  0.071
C  1.63537  3.01467  3.85608  -0.079
C  2.27648  4.24539  3.17261  -0.238
N  1.36251  4.99348  2.30478  -0.182
C  -0.01671  5.05709  2.85755  -0.244
C  -0.06509  5.89629  4.16855  -0.072
C  1.81358  6.29105  1.75925  -0.252
C  3.02291  6.06832  0.86867  -0.109
H  2.33712  2.46663  4.48480  0.074
H  1.11501  2.24190  3.29025  0.066
H  0.91611  3.45232  4.54834  0.043
H  2.72441  4.89070  3.92828  0.112
H  3.07080  3.86356  2.53124  0.094
H  -0.70906  5.38865  2.08371  0.106
H  -0.43002  4.05582  2.97898  0.085
H  -1.02874  5.61162  4.59095  0.053
H  0.62806  5.62823  4.96592  0.068
H  -0.01173  6.95857  3.93020  0.069
H  2.21697  6.90656  2.56331  0.103
H  1.02562  6.89372  1.30757  0.114
H  2.76659  5.32858  0.11026  0.068
H  3.81354  5.65587  1.49547  0.058
H  3.32487  7.00396  0.39802  0.072
C  -1.88280  -3.82515  -4.29056  -0.063
C  -3.01736  -4.91717  -4.06755  -0.194
N  -3.31160  -5.83259  -5.24557  -0.173
C  -3.73030  -4.98010  -6.41591  -0.222
C  -5.11266  -4.34447  -6.13050  -0.091
C  -2.20220  -6.73357  -5.53106  -0.274
C  -1.90108  -7.68434  -4.34632  -0.072
H  -2.20337  -3.03513  -4.96969  0.039
H  -0.99196  -4.29149  -4.71132  0.055
H  -1.63787  -3.38291  -3.32488  0.064
H  -2.77677  -5.45666  -3.15149  0.088
H  -3.92720  -4.39848  -3.76548  0.085
H  -2.98847  -4.20041  -6.58879  0.095
H  -3.86578  -5.56906  -7.32303  0.109
H  -5.54411  -3.86225  -7.00767  0.071
H  -5.78857  -5.18653  -5.98163  0.068
H  -5.29005  -3.72489  -5.25144  0.041
H  -1.29128  -6.20191  -5.80612  0.095
H  -2.52020  -7.14346  -6.48968  0.107
H  -1.47209  -7.16428  -3.48981  0.036
H  -1.41176  -8.56792  -4.75613  0.070
H  -2.86501  -8.06144  -4.00465  0.073
C  2.54259  -5.21447  -2.89154  -0.089
C  1.30707  -5.77820  -2.13483  -0.217
N  1.36711  -5.54868  -0.61710  -0.153
C  0.60765  -6.64552  0.08832  -0.247
C  -0.92735  -6.85157  -0.04515  -0.074
C  0.99202  -4.20213  -0.14178  -0.240
C  1.87817  -3.81838  1.06357  -0.075
H  3.46984  -5.34874  -2.33450  0.061
H  2.44414  -4.17767  -3.21315  0.059
H  2.63522  -5.79045  -3.81228  0.062
H  0.45271  -5.38208  -2.68370  0.087
H  1.30380  -6.86150  -2.25542  0.101
H  1.13469  -7.57934  -0.10739  0.102
H  0.70840  -6.52404  1.16684  0.093
H  -1.19913  -7.03253  -1.08510  0.048
H  -1.23263  -7.66921  0.60782  0.072
H  -1.35597  -5.94949  0.39146  0.051
H  -0.05617  -4.24115  0.15467  0.090
H  1.12900  -3.43333  -0.90222  0.110
H  1.53777  -2.94119  1.61382  0.063
H  2.90857  -3.78695  0.70947  0.052
H  1.82202  -4.59289  1.82847  0.057
C  6.35368  1.75211  -1.54891  -0.145
C  6.49250  3.05883  -0.74967  -0.169
C  5.17668  3.21341  -0.01805  -0.175
O  4.27709  2.44873  -0.86240  -0.174
C  4.85815  1.61436  -1.84503  -0.169
H  6.94405  0.92289  -1.15908  0.086
H  6.96807  1.97602  -2.42097  0.104
H  6.77274  3.85584  -1.43840  0.111
H  7.24067  3.03483  0.04265  0.110
H  4.96809  4.27663  0.10089  0.094
H  5.23160  2.76069  0.97197  0.114
H  4.50014  2.16826  -2.71286  0.107
H  4.49793  0.59560  -1.70197  0.108
C  -0.90370  1.44578  0.32078  -0.220
C  -0.17381  2.20506  -0.76904  -0.134
C  0.97020  1.11612  -1.04655  -0.190
O  0.34341  -0.11958  -0.83718  -0.136
C  -0.99409  0.07421  -0.20216  -0.171
H  -1.72436  1.99749  0.77928  0.120
H  -0.18892  1.36058  1.13927  0.106
H  0.09268  3.21720  -0.46462  0.098
H  -0.87281  2.32513  -1.59674  0.097
H  1.74966  1.30744  -0.30903  0.108
H  1.34393  1.26887  -2.05902  0.095
H  -1.24880  -0.63859  0.58215  0.114
H  -1.72110  0.06332  -1.01421  0.101
C  -6.76421  -0.51830  0.19259  -0.124
C  -5.66529  -0.06990  1.22967  -0.163
C  -4.45907  -0.44323  0.45646  -0.255
O  -4.75786  -1.66427  -0.21911  -0.142
C  -6.16169  -1.89265  -0.18342  -0.202
H  -6.89407  0.18764  -0.62771  0.111
H  -7.68731  -0.60466  0.76577  0.104
H  -5.59767  -0.60249  2.17829  0.111
H  -5.53661  0.98809  1.45811  0.115
H  -3.50630  -0.41998  0.98541  0.109
H  -4.36986  0.25166  -0.37857  0.099
H  -6.52816  -2.65209  0.50727  0.114
H  -6.57022  -2.18610  -1.15042  0.110
C  3.51786  0.19373  -5.60384  -0.161
C  2.56371  1.30266  -5.18151  -0.178
C  3.24867  2.59450  -5.53251  -0.215
O  4.31870  2.26685  -6.39845  -0.121
C  4.10712  0.87746  -6.78772  -0.219
H  3.25491  -0.84350  -5.81148  0.122
H  4.36255  0.15124  -4.91624  0.109
H  2.24526  1.20803  -4.14336  0.086
H  1.56658  1.26146  -5.61986  0.109
H  3.62428  3.01448  -4.59944  0.103
H  2.63375  3.29455  -6.09811  0.120
H  5.02008  0.49363  -7.24300  0.122
H  3.39057  0.70500  -7.59079  0.114
C  -3.70081  -0.31427  -3.38263  -0.154
C  -3.00211  0.40249  -4.55794  -0.176
C  -3.29563  -0.39562  -5.77079  -0.226
O  -4.41168  -1.21784  -5.46566  -0.124
C  -4.82815  -1.04144  -4.11399  -0.192
H  -4.09756  0.32232  -2.59179  0.093
H  -2.93903  -0.90866  -2.87814  0.096
H  -1.92153  0.35403  -4.42338  0.109
H  -3.40833  1.41149  -4.62861  0.112
H  -2.34289  -0.87370  -5.99844  0.109
H  -3.50583  0.32202  -6.56384  0.120
H  -5.11146  -1.96234  -3.60431  0.106
H  -5.68466  -0.37213  -4.03328  0.116

Results
Energy relative to the best compared isomer or geometry (same formula, charge and spin) = 82.19 kJ/mol
HOMO = -8.12 eV
SMILES = CCN(CC)CC.CCN(CC)CC.CCN(CC)CC.CCN(CC)CC.CCN(CC)CC.CCN(CC)CC.CCN(CC)CC.C1CCOC1.C1CCOC1.C1CCOC1.C1CCOC1.C1CCOC1
Lowest unoccupied orbital energy = 0.012 Eh
Orbital gap = 8.4 eV
Multiplicity = 1

---

Question: The lowest energy relative to the best compared isomer or geometry (same formula, charge and spin) belongs to which entry?
Answer: C24H23N3OReS3Se